Record 1
DFT (wB97M-V/def2-TZVPD) results for an isolated molecule of C4H6N2O in a non-equilibrium geometry.

Structure (SMILES): C/N=c1/[nH]cco1
HOMO-LUMO gap, eV: 8.98
Strongest force on any atom, hartree/bohr: 0.123
Lowest unoccupied orbital energy, eV: 0.9
Total charge: 0
Spin multiplicity: 1
M, g mol⁻¹: 98.105
Relative energy (zero: lowest compared OMol25 entry of this formula, charge and spin), kcal per mole: 115.6

Each line ends with the Löwdin charge.
Geometry (Å):
C1 2.19876 -0.32562 -0.06905  -0.16
N1 1.30054 0.82002 0.38018  0.02
C2 0.19543 0.40750 -0.10139  -0.59
N2 -0.92106 1.16346 -0.19014  0.11
C3 -2.19618 0.31409 0.07523  0.05
C4 -1.61792 -0.90949 0.09992  -0.10
O1 -0.26101 -0.83809 -0.01103  0.00
H1 3.22532 -0.05349 -0.66956  0.09
H2 1.51515 -1.07418 -0.84938  0.14
H3 2.55178 -0.63662 1.04764  0.10
H4 -0.56224 2.06428 -0.13208  0.11
H5 -3.09249 0.82112 0.23629  0.08
H6 -2.33609 -1.75299 0.18335  0.14

=====

Record 2
DFT (wB97M-V/def2-TZVPD) results for a cluster of 2 separate species, C6H15N2 in total in a non-equilibrium geometry.

HOMO-LUMO gap, eV: 10.15
Strongest force on any atom, hartree/bohr: 0.090
Lowest unoccupied orbital energy, eV: -3.7
Total charge: +1
Spin multiplicity: 1
M, g mol⁻¹: 115.200
Relative energy (zero: lowest compared OMol25 entry of this formula, charge and spin), kcal per mole: 66.4

Each line ends with the Löwdin charge.
Geometry (Å):
C1 -0.02148 0.63266 1.23675  -0.08
C2 -1.63494 -1.15177 2.33012  -0.04
C3 -1.78835 -0.44272 -0.10602  -0.10
C4 2.63485 -0.00196 -2.71992  -0.03
C5 -0.82917 -0.62212 1.06335  -0.42
C6 1.40523 0.14574 -1.83303  -0.22
N1 -0.50552 1.84335 1.13359  0.21
N2 1.48860 0.39548 -0.63570  0.11
H1 -2.47324 -0.35504 2.55834  0.12
H2 -2.09671 -2.08368 1.86429  0.10
H3 -0.82265 -1.37987 3.15903  0.12
H4 -2.92846 -0.14838 0.16463  0.14
H5 -1.86014 -1.34226 -0.72247  0.08
H6 -1.56179 0.42696 -0.81974  0.08
H7 3.28684 -0.75643 -2.41056  0.07
H8 3.16608 0.89987 -2.79267  0.07
H9 2.26870 -0.33553 -3.66130  0.07
H10 -0.18062 -1.45324 0.91721  0.12
H11 0.45736 -0.11412 -2.19423  0.09
H12 -1.22641 1.97710 0.43376  0.13
H13 0.00531 2.62694 1.54871  0.16
H14 2.40657 0.74338 -0.28378  0.12
H15 0.80995 0.49566 1.76964  0.10

=====

Record 3
DFT (wB97M-V/def2-TZVPD) results for a cluster of 2 separate species, C3H10NO2 in total in a non-equilibrium geometry.

HOMO-LUMO gap (spin up / spin down), eV: 5.29 / 5.33
Strongest force on any atom, hartree/bohr: 0.114
Lowest unoccupied orbital energy (spin up / spin down), eV: -4.1 / -10.1
Total charge: +1
Spin multiplicity: 3
⟨S²⟩: 2.01
M, g mol⁻¹: 92.118
Relative energy (zero: lowest compared OMol25 entry of this formula, charge and spin), kcal per mole: 22.8

Each line ends with the Mulliken spin population.
Geometry (Å):
C1 1.45566 -0.85788 -0.22923  0.04
C2 1.07134 0.47135 0.46343  -0.03
C3 -0.17883 1.23857 0.02584  0.79
N1 -1.60827 -1.01663 -0.00445  0.92
O1 -0.36837 1.34849 -1.25133  0.17
O2 -0.93475 1.74990 0.95204  0.09
H1 0.53341 -1.53487 -0.33328  0.01
H2 1.93839 -0.59045 -1.22066  0.00
H3 2.17319 -1.51109 0.31965  0.00
H4 1.84323 1.13294 0.23922  0.04
H5 0.93862 0.25536 1.51596  0.01
H6 -2.68643 -0.91848 -0.05137  0.00
H7 -1.38495 -1.03372 1.00819  -0.03
H8 -1.36251 -1.93399 -0.37722  -0.02
H9 0.35398 1.05594 -1.80408  0.00
H10 -1.78374 2.14456 0.74730  0.00